11
Properties=species:S:1:pos:R:3:forces:R:3:nbo_charge:R:1 method="wB97M-V/def2-TZVPD" smiles="C1=CSCC1" homo_lumo_gap_ev=8.9848 e_lumo_ev=1.00 homo_ev=-7.985
C -0.502 -1.137 -0.250 0.31 -0.70 -1.05 -0.527
C 0.756 -0.471 0.330 -0.82 -0.61 0.88 -0.439
C 0.591 0.924 -0.182 0.64 -0.07 0.63 -0.244
C -0.646 1.351 -0.039 0.34 -0.21 -0.44 -0.369
H -0.841 -2.142 0.056 0.43 0.58 0.48 0.235
H -0.385 -1.226 -1.367 -0.12 0.34 0.84 0.210
H 0.618 -0.353 1.456 0.28 -0.50 -1.07 0.205
H 1.690 -0.989 0.156 0.11 -0.06 -0.35 0.223
H 1.378 1.597 -0.361 1.05 0.66 0.05 0.212
H -0.884 2.363 0.080 -0.73 1.23 -0.39 0.230
S -1.775 0.084 0.121 -1.50 -0.65 0.44 0.266